Entry 1:
C48H108Cl16N4O4 | ωB97M-V with the def2-TZVPD basis set

Energy ... -266037.1265 eV
HOMO ... -8.06 eV
Strongest force on any atom ... 0.07928 hartree/bohr
Gap between HOMO and LUMO ... 8.365 eV

Geometry (Å):
C: -18.86 -8.70 21.37
C: -19.20 -7.34 20.87
N: -19.98 -6.59 21.85
C: -20.19 -5.17 21.51
C: -18.91 -4.31 21.67
C: -21.34 -7.18 22.03
C: -22.08 -6.66 23.33
H: -19.66 -9.44 21.23
H: -18.47 -8.75 22.38
H: -18.03 -9.05 20.76
H: -18.35 -6.79 20.46
H: -19.83 -7.53 20.00
H: -20.52 -5.08 20.48
H: -20.99 -4.67 22.06
H: -18.04 -4.52 21.06
H: -19.17 -3.26 21.54
H: -18.51 -4.36 22.69
H: -21.36 -8.26 22.15
H: -21.97 -6.97 21.17
H: -22.99 -7.24 23.50
H: -22.39 -5.62 23.27
H: -21.43 -6.76 24.21
C: -18.50 -11.84 19.87
C: -17.62 -12.38 21.03
N: -18.11 -13.72 21.47
C: -17.14 -14.20 22.48
C: -17.49 -15.63 22.94
C: -19.46 -13.65 22.00
C: -19.68 -12.67 23.14
H: -19.54 -11.71 20.15
H: -18.51 -12.53 19.02
H: -18.11 -10.89 19.51
H: -16.63 -12.44 20.57
H: -17.52 -11.64 21.82
H: -16.15 -14.28 22.03
H: -17.19 -13.52 23.33
H: -18.00 -16.21 22.17
H: -16.67 -16.24 23.31
H: -18.20 -15.55 23.76
H: -19.77 -14.63 22.37
H: -20.21 -13.45 21.23
H: -20.69 -12.87 23.50
H: -19.69 -11.65 22.77
H: -19.04 -12.88 24.00
C: -10.87 -19.77 18.15
C: -11.76 -18.57 17.70
N: -13.14 -18.57 18.20
C: -13.95 -19.76 17.74
C: -14.21 -19.95 16.28
C: -13.33 -18.36 19.63
C: -12.55 -17.20 20.26
H: -9.85 -19.70 17.77
H: -11.29 -20.74 17.89
H: -10.71 -19.72 19.22
H: -11.29 -17.63 17.98
H: -11.85 -18.59 16.61
H: -13.54 -20.70 18.10
H: -14.94 -19.67 18.19
H: -14.97 -20.68 16.00
H: -14.47 -19.01 15.77
H: -13.26 -20.28 15.87
H: -13.09 -19.31 20.09
H: -14.40 -18.32 19.84
H: -12.75 -16.20 19.86
H: -11.48 -17.39 20.25
H: -12.85 -17.15 21.30
C: -7.88 -13.09 25.08
C: -7.69 -14.07 23.88
N: -8.72 -15.15 23.80
C: -10.05 -14.53 23.68
C: -11.17 -15.55 23.35
C: -8.60 -16.10 24.93
C: -7.31 -16.94 24.82
H: -7.13 -12.30 25.10
H: -7.71 -13.71 25.96
H: -8.88 -12.65 25.11
H: -7.70 -13.46 22.98
H: -6.74 -14.60 23.84
H: -10.30 -14.01 24.61
H: -9.92 -13.87 22.83
H: -12.14 -15.09 23.17
H: -10.87 -16.10 22.46
H: -11.36 -16.24 24.17
H: -9.39 -16.85 24.88
H: -8.63 -15.63 25.91
H: -7.33 -17.89 25.35
H: -6.38 -16.41 25.04
H: -7.15 -17.20 23.78
O: -8.78 -6.33 17.99
C: -8.96 -7.29 17.27
O: -9.65 -8.36 17.64
C: -10.25 -8.48 18.87
C: -10.79 -9.88 18.94
C: -8.51 -7.27 15.84
H: -11.04 -7.75 19.02
H: -9.46 -8.40 19.61
H: -11.67 -10.06 18.32
H: -11.06 -10.09 19.97
H: -10.10 -10.66 18.62
H: -7.88 -8.14 15.63
H: -8.02 -6.34 15.53
H: -9.43 -7.39 15.27
O: -12.40 -11.18 22.29
C: -13.38 -11.90 21.93
O: -14.66 -11.63 22.06
C: -15.12 -10.40 22.66
C: -15.24 -9.31 21.63
C: -13.04 -13.22 21.28
H: -14.46 -10.05 23.45
H: -16.15 -10.57 22.98
H: -14.20 -9.17 21.32
H: -15.51 -8.36 22.07
H: -15.84 -9.37 20.72
H: -13.63 -14.06 21.65
H: -11.98 -13.48 21.30
H: -13.40 -13.15 20.25
Cl: -10.17 -14.65 19.73
C: -8.61 -15.44 20.24
C: -7.42 -14.47 20.04
Cl: -5.88 -15.28 20.24
H: -8.46 -16.34 19.64
H: -8.79 -15.75 21.27
H: -7.52 -13.75 20.85
H: -7.28 -14.04 19.05
Cl: -16.49 -8.29 28.59
C: -14.88 -8.05 27.74
C: -14.34 -9.48 27.53
Cl: -15.32 -10.11 26.15
H: -14.32 -7.45 28.46
H: -15.11 -7.50 26.83
H: -14.53 -10.15 28.37
H: -13.28 -9.41 27.29
Cl: -12.50 -6.57 17.16
C: -13.36 -5.72 18.40
C: -13.86 -6.76 19.39
Cl: -15.06 -6.10 20.47
H: -14.19 -5.15 17.98
H: -12.63 -5.02 18.81
H: -13.07 -7.19 20.02
H: -14.36 -7.55 18.84
Cl: -16.58 -4.96 24.30
C: -17.33 -6.57 24.19
C: -18.32 -6.76 25.38
Cl: -18.91 -8.45 25.40
H: -16.53 -7.31 24.26
H: -17.84 -6.75 23.25
H: -19.16 -6.07 25.23
H: -17.77 -6.64 26.31
Cl: -16.04 -8.66 14.36
C: -15.16 -8.92 15.91
C: -16.00 -9.96 16.70
Cl: -15.27 -10.02 18.32
H: -15.19 -7.92 16.36
H: -14.18 -9.26 15.58
H: -15.90 -10.96 16.29
H: -17.03 -9.61 16.64
Cl: -8.30 -11.15 20.76
C: -8.28 -10.34 22.35
C: -9.64 -10.21 23.06
Cl: -9.47 -9.05 24.43
H: -7.76 -9.41 22.13
H: -7.66 -11.01 22.95
H: -9.98 -11.13 23.53
H: -10.39 -9.87 22.35
Cl: -11.70 -4.92 25.81
C: -12.69 -4.89 24.33
C: -12.65 -6.32 23.71
Cl: -13.71 -7.49 24.48
H: -12.28 -4.18 23.61
H: -13.73 -4.76 24.62
H: -11.63 -6.68 23.59
H: -12.92 -6.25 22.65
Cl: -14.24 -14.09 24.97
C: -13.25 -13.17 26.12
C: -12.48 -12.04 25.51
Cl: -11.27 -11.43 26.65
H: -12.60 -13.89 26.61
H: -13.97 -12.85 26.86
H: -13.16 -11.23 25.26
H: -11.94 -12.42 24.64

=====

Entry 2:
C26H26N4O4S | ωB97M-V with the def2-TZVPD basis set

Energy ... -52370.9663 eV
Energy above the lowest of the compared OMol25 structures with the same formula, charge and spin ... 0.806 eV
HOMO ... -7.91 eV
Strongest force on any atom ... 0.01421 hartree/bohr
SMILES ... CCOc1ccc(NC(=O)C[C@H]2C(=O)N(c3ccc(OC)cc3)C(=S)N2Cc2ccccn2)cc1
Gap between HOMO and LUMO ... 8.602 eV

Geometry (Å):
C: 2.09 -0.29 -7.27
C: 2.79 0.45 -6.13
O: 1.92 1.32 -5.43
C: 1.02 0.82 -4.55
C: 0.14 1.75 -3.98
C: -0.81 1.37 -3.06
C: -0.90 0.04 -2.67
N: -1.82 -0.43 -1.71
C: -2.68 0.29 -0.95
O: -2.89 1.48 -1.04
C: -3.37 -0.57 0.11
C: -2.47 -0.66 1.36
C: -1.11 -1.25 1.00
O: -0.89 -2.29 0.43
N: -0.18 -0.35 1.43
C: 1.22 -0.49 1.25
C: 1.74 -0.62 -0.03
C: 3.10 -0.76 -0.20
C: 3.96 -0.74 0.89
O: 5.28 -0.87 0.61
C: 6.21 -0.85 1.67
C: 3.44 -0.60 2.17
C: 2.07 -0.47 2.35
C: -0.78 0.76 2.02
S: 0.01 2.01 2.71
N: -2.11 0.62 1.91
C: -3.06 1.48 2.56
C: -3.38 0.96 3.94
C: -3.00 1.65 5.09
C: -3.29 1.08 6.32
C: -3.93 -0.14 6.37
C: -4.25 -0.75 5.17
N: -3.98 -0.22 3.99
C: -0.03 -0.89 -3.22
C: 0.92 -0.51 -4.15
H: 1.29 -0.92 -6.89
H: 2.81 -0.90 -7.81
H: 1.65 0.43 -7.96
H: 3.56 1.11 -6.54
H: 3.27 -0.25 -5.45
H: 0.23 2.78 -4.29
H: -1.47 2.10 -2.63
H: -1.73 -1.42 -1.51
H: -3.56 -1.58 -0.25
H: -4.32 -0.11 0.38
H: -2.98 -1.27 2.12
H: 1.08 -0.62 -0.88
H: 3.52 -0.86 -1.19
H: 7.19 -0.95 1.20
H: 6.05 -1.67 2.36
H: 6.17 0.10 2.21
H: 4.07 -0.58 3.04
H: 1.66 -0.36 3.34
H: -2.61 2.48 2.62
H: -3.96 1.53 1.95
H: -2.49 2.59 5.01
H: -3.01 1.59 7.23
H: -4.17 -0.61 7.31
H: -4.75 -1.72 5.14
H: -0.09 -1.93 -2.92
H: 1.58 -1.27 -4.55

=====

Entry 3:
C44H47F2MoN5O4PSi | ωB97M-V with the def2-TZVPD basis set

Total charge ... +3
Energy ... -86466.9602 eV
Energy above the lowest of the compared OMol25 structures with the same formula, charge and spin ... 0.383 eV
HOMO (alpha / beta) ... -14.85 / -14.85 eV
Strongest force on any atom ... 0.01637 hartree/bohr
Gap between HOMO and LUMO (alpha / beta) ... 6.735 / 6.696 eV

Geometry (Å):
Mo: -1.47 0.41 -0.42
C: 4.22 -0.45 5.05
C: 3.66 0.90 4.63
N: 2.86 0.82 3.37
C: 1.54 0.72 3.47
C: 0.71 0.56 2.38
C: -0.74 0.33 2.61
O: -1.32 0.80 3.56
O: -1.25 -0.40 1.67
C: 1.23 0.53 1.10
O: 0.46 0.49 0.02
C: 2.66 0.60 0.97
C: 3.33 0.53 -0.27
C: 4.68 0.59 -0.34
F: 5.27 0.58 -1.55
C: 5.50 0.72 0.80
C: 4.86 0.80 2.02
C: 3.46 0.74 2.13
N: 6.89 0.73 0.73
C: 7.66 0.07 -0.32
C: 8.30 1.07 -1.26
N: 9.16 2.02 -0.45
C: 8.36 2.70 0.64
C: 7.71 1.64 1.52
H: 4.79 -0.32 5.97
H: 4.87 -0.88 4.29
H: 3.41 -1.15 5.25
H: 4.43 1.65 4.49
H: 2.98 1.29 5.38
H: 1.11 0.77 4.46
H: 2.76 0.44 -1.19
H: 5.46 0.84 2.91
H: 7.06 -0.63 -0.88
H: 8.45 -0.51 0.17
H: 7.56 1.68 -1.77
H: 8.95 0.59 -2.00
H: 9.59 2.72 -1.05
H: 9.92 1.49 -0.02
H: 7.61 3.31 0.14
H: 9.03 3.35 1.20
H: 7.11 2.15 2.27
H: 8.48 1.08 2.05
C: 1.05 0.83 -2.82
Si: -0.63 0.96 -3.58
C: -0.71 -0.52 -4.69
C: -0.73 2.66 -4.30
N: -1.94 0.82 -2.27
C: -3.25 1.04 -2.85
C: -3.52 1.16 -4.23
C: -4.80 1.38 -4.70
C: -5.87 1.51 -3.83
C: -5.65 1.42 -2.47
C: -4.36 1.19 -2.04
F: -4.12 1.12 -0.71
H: 1.75 0.91 -3.65
H: 1.20 -0.15 -2.35
H: 1.26 1.62 -2.10
H: 0.07 -0.41 -5.45
H: -1.65 -0.69 -5.20
H: -0.47 -1.41 -4.10
H: 0.25 2.92 -4.71
H: -0.95 3.37 -3.50
H: -1.47 2.79 -5.08
H: -2.74 1.08 -4.96
H: -4.96 1.46 -5.77
H: -6.87 1.69 -4.20
H: -6.44 1.52 -1.74
O: -1.64 3.02 0.60
N: -2.35 1.83 0.77
C: -3.25 1.79 1.68
C: -4.13 0.70 2.06
C: -5.05 1.10 3.04
C: -5.99 0.21 3.55
C: -5.99 -1.09 3.11
C: -5.07 -1.50 2.14
C: -4.15 -0.63 1.59
P: -3.03 -1.33 0.33
C: -2.46 -2.90 1.05
C: -2.36 -4.04 0.25
C: -1.97 -5.25 0.82
C: -1.70 -5.32 2.17
C: -1.81 -4.19 2.97
C: -2.17 -2.98 2.41
C: -4.07 -1.83 -1.08
C: -3.41 -2.13 -2.28
C: -4.11 -2.53 -3.40
C: -5.50 -2.61 -3.36
C: -6.17 -2.30 -2.18
C: -5.46 -1.91 -1.05
H: -2.08 3.72 1.11
H: -3.38 2.71 2.25
H: -5.03 2.12 3.41
H: -6.69 0.55 4.30
H: -6.70 -1.80 3.51
H: -5.07 -2.54 1.83
H: -2.60 -4.01 -0.80
H: -1.90 -6.13 0.20
H: -1.41 -6.27 2.62
H: -1.62 -4.25 4.04
H: -2.27 -2.10 3.05
H: -2.33 -2.07 -2.33
H: -3.59 -2.77 -4.32
H: -6.05 -2.91 -4.23
H: -7.25 -2.36 -2.14
H: -6.00 -1.66 -0.15

=====

Entry 4:
C33H40AsN5O3STi | ωB97M-V with the def2-TZVPD basis set

Total charge ... -2
Energy ... -143255.6270 eV
Energy above the lowest of the compared OMol25 structures with the same formula, charge and spin ... 0.000 eV
HOMO (alpha / beta) ... 0.61 / -1.26 eV
Expectation value of S² ... 2.025
Strongest force on any atom ... 0.01195 hartree/bohr
Gap between HOMO and LUMO (alpha / beta) ... 3.814 / 5.668 eV
Multiplicity ... 3

Geometry (Å):
Ti: 0.38 0.42 0.78
N: 1.70 2.26 3.44
N: 2.29 1.10 3.99
C: 2.27 -0.13 3.32
O: 3.09 -0.99 3.66
O: 1.35 -0.26 2.44
H: 0.70 2.09 3.37
H: 2.02 2.37 2.48
H: 3.16 1.28 4.46
S: 2.37 1.69 -0.13
C: 2.56 1.07 -1.77
C: 2.58 1.96 -2.85
C: 2.74 1.51 -4.15
C: 2.87 0.15 -4.41
C: 2.86 -0.74 -3.34
C: 2.72 -0.31 -2.02
As: 2.83 -1.49 -0.46
C: 3.41 -3.16 -1.39
C: 2.58 -4.12 -1.96
C: 3.10 -5.28 -2.53
C: 4.48 -5.49 -2.54
C: 5.32 -4.55 -1.97
C: 4.78 -3.40 -1.39
C: 0.90 -1.81 -0.20
C: 0.63 -2.71 0.92
C: -0.43 -3.57 0.92
C: -1.29 -3.70 -0.20
C: -0.98 -2.94 -1.35
C: 0.08 -2.08 -1.37
H: 2.46 3.02 -2.65
H: 2.75 2.22 -4.97
H: 2.98 -0.22 -5.42
H: 2.97 -1.80 -3.53
H: 1.50 -3.98 -1.95
H: 2.44 -6.01 -2.96
H: 4.88 -6.39 -2.99
H: 6.39 -4.71 -1.96
H: 5.44 -2.68 -0.93
H: 1.26 -2.63 1.80
H: -0.61 -4.17 1.81
H: -2.14 -4.37 -0.18
H: -1.59 -3.06 -2.24
H: 0.32 -1.57 -2.30
C: -3.19 0.24 -0.94
N: -2.47 0.37 -2.20
C: -1.14 0.61 -2.22
N: -0.59 0.81 -3.47
O: -0.46 0.69 -1.21
H: -4.06 -0.40 -1.09
H: -3.51 1.21 -0.54
H: -2.53 -0.22 -0.22
H: -2.99 0.65 -3.02
H: -0.96 0.24 -4.21
H: 0.43 0.85 -3.45
C: -2.75 -1.26 2.43
C: -2.91 0.01 3.27
C: -1.73 0.16 4.24
C: -3.19 1.26 2.46
C: -4.49 1.74 2.48
C: -4.86 2.92 1.84
C: -3.85 3.66 1.23
C: -2.54 3.23 1.17
C: -1.52 4.19 0.56
C: -0.33 4.47 1.48
C: -1.03 3.79 -0.83
C: -2.17 1.94 1.70
N: -0.96 1.40 1.52
H: -2.65 -2.14 3.06
H: -1.86 -1.22 1.80
H: -3.62 -1.41 1.78
H: -3.80 -0.14 3.89
H: -0.78 0.23 3.70
H: -1.68 -0.70 4.91
H: -1.85 1.06 4.85
H: -5.24 1.18 3.04
H: -5.88 3.29 1.87
H: -4.09 4.63 0.79
H: -2.07 5.13 0.45
H: 0.27 3.57 1.60
H: -0.67 4.79 2.47
H: 0.30 5.25 1.06
H: -0.35 2.95 -0.77
H: -0.50 4.62 -1.29
H: -1.87 3.52 -1.48